Molecular formula: C4H9NO2
Method: DFT, ωB97M-V with the def2-TZVPD basis set

M = 103.1 g mol⁻¹
E_tot = -9879.201 eV
frontier orbital gap = 0.391 Ha
HOMO level = -0.365 Eh
SMILES = C[C@@H](CO)NC=O

Positions of all 16 atoms, in Å:
1 C 1.486 0.441 -1.016
2 C 0.521 -0.285 -0.071
3 C 0.414 0.442 1.269
4 O -0.260 -0.256 2.274
5 N -0.745 -0.393 -0.800
6 C -2.024 -0.515 -0.384
7 O -2.469 -0.511 0.755
8 H 1.571 -0.076 -1.981
9 H 2.494 0.504 -0.596
10 H 1.122 1.456 -1.220
11 H 0.896 -1.294 0.150
12 H 1.449 0.549 1.605
13 H 0.016 1.458 1.100
14 H -1.173 -0.415 1.958
15 H -0.600 -0.491 -1.794
16 H -2.700 -0.613 -1.248

---

Molecular formula: C5H10N
Method: DFT, ωB97M-V with the def2-TZVPD basis set

M = 84.1 g mol⁻¹
E_tot = -6823.358 eV
net charge = +1
frontier orbital gap (spin up / spin down) = 0.274 / 0.353 Ha
HOMO level (spin up / spin down) = -0.468 / -0.509 Eh

Positions of all 16 atoms, in Å:
1 C 3.382 0.147 -0.203
2 C 2.595 -0.709 0.343
3 C -0.742 1.127 0.142
4 C 0.008 0.013 -0.467
5 C -2.666 -0.583 -0.082
6 N -1.186 -0.246 0.377
7 H 4.513 0.064 -0.054
8 H 3.023 1.051 -0.661
9 H 2.637 -1.807 0.685
10 H -0.550 1.760 1.010
11 H -1.342 1.749 -0.579
12 H -0.048 -0.153 -1.565
13 H -2.839 -0.335 -1.135
14 H -2.525 -1.672 -0.001
15 H -3.235 -0.004 0.745
16 H -1.027 -0.403 1.443

---

Molecular formula: C6H10NO
Method: DFT, ωB97M-V with the def2-TZVPD basis set

M = 112.2 g mol⁻¹
E_tot = -9912.534 eV
net charge = +1
frontier orbital gap = 0.339 Ha
HOMO level = -0.515 Eh
SMILES = C=C(C=O)/C(C)=[NH+]/C

Positions of all 18 atoms, in Å:
1 C 1.782 1.267 -0.499
2 C 1.317 0.090 0.024
3 C 2.512 -0.997 0.273
4 O 3.357 -1.037 -0.557
5 C -0.207 -0.026 0.161
6 C -0.748 0.074 1.572
7 N -0.942 -0.143 -0.933
8 C -2.411 -0.336 -0.939
9 H 1.256 2.109 -0.701
10 H 2.808 1.303 -0.822
11 H 2.692 -1.621 1.224
12 H 0.067 0.488 2.129
13 H -1.284 -0.854 1.872
14 H -1.531 0.893 1.591
15 H -0.531 -0.271 -1.802
16 H -2.743 0.264 -0.122
17 H -2.730 0.114 -1.886
18 H -2.664 -1.317 -0.586

---

Molecular formula: C23H19CoNO4S3Sb
Method: DFT, ωB97M-V with the def2-TZVPD basis set

M = 650.3 g mol⁻¹
E_tot = -110510.349 eV
frontier orbital gap (spin up / spin down) = 0.304 / 0.196 Ha
HOMO level (spin up / spin down) = -0.288 / -0.287 Eh
multiplicity = 5

Positions of all 52 atoms, in Å:
1 Co -0.121 -0.076 -0.643
2 O -0.875 -3.042 2.066
3 S -1.016 -1.729 1.540
4 O -1.860 -0.827 2.311
5 O 0.467 -0.985 1.546
6 O -1.231 -1.639 0.090
7 S 0.044 0.007 -3.018
8 C 1.695 -0.204 -2.525
9 C 2.801 -0.316 -3.383
10 C 4.048 -0.522 -2.845
11 C 4.211 -0.622 -1.460
12 C 3.091 -0.495 -0.674
13 N 1.877 -0.278 -1.189
14 H 2.645 -0.246 -4.450
15 H 4.905 -0.616 -3.500
16 H 5.178 -0.798 -1.013
17 H 3.144 -0.571 0.405
18 S -0.966 1.973 0.056
19 Sb -1.400 1.866 2.303
20 C -0.858 3.744 3.095
21 C -1.587 4.307 4.138
22 C -1.184 5.517 4.685
23 C -0.049 6.152 4.203
24 C 0.683 5.586 3.169
25 C 0.286 4.377 2.618
26 C 0.999 -0.486 2.732
27 C 0.798 -1.085 3.963
28 C 1.360 -0.484 5.082
29 C 2.110 0.679 4.974
30 C 2.308 1.257 3.729
31 C 1.747 0.678 2.600
32 C -3.470 1.877 2.645
33 C -4.207 2.902 2.059
34 C -5.576 2.972 2.275
35 C -6.198 2.025 3.076
36 C -5.461 1.005 3.657
37 C -4.091 0.924 3.441
38 H -2.477 3.816 4.514
39 H -1.758 5.964 5.486
40 H 0.265 7.093 4.634
41 H 1.562 6.090 2.789
42 H 0.845 3.947 1.795
43 H 0.222 -1.993 4.049
44 H 1.206 -0.939 6.050
45 H 2.537 1.131 5.858
46 H 2.886 2.165 3.632
47 H 1.863 1.123 1.619
48 H -3.724 3.640 1.428
49 H -6.154 3.762 1.815
50 H -7.267 2.081 3.241
51 H -5.952 0.263 4.273
52 H -3.525 0.110 3.871

---

Molecular formula: C27H16ClN5O6Zr
Method: DFT, ωB97M-V with the def2-TZVPD basis set

M = 633.1 g mol⁻¹
E_tot = -61792.783 eV
frontier orbital gap = 0.260 Ha
HOMO level = -0.293 Eh

Positions of all 56 atoms, in Å:
1 Zr -0.360 -1.337 0.415
2 O -1.122 -2.096 -3.699
3 C -1.082 -1.716 -2.543
4 N -0.080 -1.881 -1.629
5 C 1.080 -2.660 -1.900
6 C 1.314 -3.390 -3.060
7 C 2.466 -4.156 -3.177
8 C 3.384 -4.204 -2.147
9 C 3.168 -3.482 -0.980
10 C 2.023 -2.705 -0.848
11 N 1.661 -1.961 0.311
12 C 2.506 -1.790 1.375
13 O 3.656 -2.167 1.488
14 C 1.898 -1.007 2.529
15 C 2.654 -0.712 3.650
16 C 2.059 0.007 4.670
17 C 0.736 0.410 4.537
18 C 0.054 0.076 3.385
19 N 0.632 -0.621 2.406
20 C -2.282 -0.951 -2.010
21 C -3.282 -0.531 -2.871
22 C -4.354 0.162 -2.341
23 C -4.398 0.405 -0.973
24 C -3.362 -0.053 -0.185
25 N -2.327 -0.719 -0.702
26 H 0.599 -3.356 -3.863
27 H 2.635 -4.719 -4.086
28 H 4.280 -4.804 -2.237
29 H 3.883 -3.515 -0.176
30 H 3.678 -1.053 3.685
31 H 2.618 0.257 5.562
32 H 0.238 0.974 5.312
33 H -0.976 0.369 3.229
34 H -3.187 -0.761 -3.922
35 H -5.152 0.512 -2.983
36 H -5.220 0.940 -0.521
37 H -3.350 0.108 0.884
38 O -2.514 -4.174 2.433
39 Cl -1.649 -3.274 1.805
40 O -0.277 -3.324 2.243
41 O -1.605 -3.400 0.341
42 O -2.059 -1.851 1.993
43 N 0.368 8.801 -0.920
44 C 0.293 7.665 -0.765
45 C 0.198 6.244 -0.571
46 C 0.840 5.377 -1.453
47 C 0.744 4.011 -1.266
48 C 0.007 3.493 -0.197
49 C -0.630 4.372 0.682
50 C -0.538 5.738 0.498
51 C -0.096 2.077 -0.013
52 C -0.188 0.873 0.138
53 H 1.411 5.777 -2.279
54 H 1.239 3.331 -1.945
55 H -1.198 3.973 1.512
56 H -1.032 6.418 1.178

---

Molecular formula: C2H4N2S
Method: DFT, ωB97M-V with the def2-TZVPD basis set

M = 88.1 g mol⁻¹
E_tot = -15949.899 eV
frontier orbital gap (spin up / spin down) = 0.345 / 0.289 Ha
HOMO level (spin up / spin down) = -0.391 / -0.316 Eh

Positions of all 9 atoms, in Å:
1 C 0.448 0.903 -1.039
2 C 0.737 -0.299 -0.373
3 N 0.330 1.937 -1.529
4 N -0.665 0.649 1.808
5 S -0.043 -1.753 -0.861
6 H 1.673 -0.225 0.259
7 H -0.416 -0.040 2.488
8 H -1.504 0.339 1.465
9 H -0.559 -1.510 -2.218